Record 1
The following is a quantum chemistry calculation of a structure of composition C26H27BrN7RbS4 at a distorted geometry, from OMol25.

The geometry in XYZ format:
```
66
Properties=species:S:1:pos:R:3:mulliken_charge:R:1
N 0.6745 2.7714 -0.9456 -0.2743
C -2.2346 -3.6740 -1.1768 -0.8109
H 1.7011 -5.1393 -3.4829 0.2205
C 0.9496 3.0867 -2.1656 0.2883
N -1.0105 -1.2342 2.5364 0.0266
H -1.2891 1.3221 -4.5834 0.2062
C 2.2038 -2.1166 5.1353 0.0859
H -1.0616 -0.3600 -4.1796 0.2348
H -2.8767 -5.1342 -2.6625 0.2714
C 1.5911 -4.2871 -2.7591 -0.6636
C -4.8409 1.7375 2.2388 -0.2891
C -2.0166 -4.5664 -2.2378 -0.3089
H 0.8296 3.6180 -0.3489 0.0179
C 1.1711 -2.3082 -0.6478 -0.9822
S 1.5231 5.3079 2.7510 -0.3756
C 2.6601 -3.6413 -2.1042 -0.6853
H 3.4897 3.5189 -1.6248 0.2454
H 3.2343 5.3904 -1.8579 0.3702
N -0.6842 0.5707 -4.2168 -0.4931
H -0.6643 -5.5116 -3.5955 0.1866
Br 3.7711 -2.1011 6.1716 -0.2773
C -1.1421 -3.0226 -0.6162 -0.2359
C 0.3658 -4.0503 -2.2563 1.5979
C 0.9553 -1.7444 5.6676 -0.3013
C 0.2336 0.9403 -3.2165 0.2617
H 3.2268 -2.5929 3.3240 0.5214
C -0.1704 -1.6983 4.8732 -0.9056
C -0.0324 -1.6769 3.4228 0.4875
H 1.2454 -2.4340 1.8697 0.4784
C -2.0863 -0.6357 2.9525 -0.2376
C -3.2946 1.5967 0.4180 -0.0843
H 3.6430 -3.8538 -2.4760 0.3500
H -2.5259 -0.9679 3.9200 0.0897
C 2.4537 -2.6620 -1.1469 -0.2978
C 2.8034 4.4007 -1.6096 -1.0580
S 2.1586 3.1020 2.6660 -0.3142
H 3.2907 -2.1486 -0.6531 0.2610
N 1.6866 4.1724 -2.5178 0.0588
Rb 1.1366 0.3125 0.3093 0.7279
C -4.4795 2.0603 0.9095 -0.7297
N 0.5072 2.3111 -3.2731 -0.0259
H -5.1621 2.6537 0.2903 0.3061
H -5.7815 2.0206 2.7094 0.3576
C -4.0512 0.8448 2.9178 -0.8657
C 0.1529 -3.1384 -1.1644 0.3154
N -2.5118 0.7162 1.0598 0.0813
C -2.9239 0.3031 2.2588 0.3696
H 0.9827 5.4171 -4.1671 0.2476
H 2.6778 5.4667 -3.7266 0.2816
H -1.1646 -1.3205 5.2680 0.0408
C 2.3204 -2.3468 3.7673 -0.5981
C -0.7641 -4.7701 -2.7574 -0.9543
H 0.7102 2.6782 -4.2054 0.1973
C 1.1726 -2.2197 2.9299 -0.2236
H -1.1822 -2.4497 0.3455 0.3713
H 0.9709 -1.3634 6.6550 0.3684
H 2.0001 4.0382 -4.6925 0.3549
H -2.9783 1.8366 -0.6717 0.1431
C 1.8224 4.7731 -3.8856 -0.8359
H 2.5453 4.5543 -0.5591 0.2869
H 0.6129 -0.8290 -2.4787 0.0231
H -3.1695 -3.5601 -0.6890 0.4897
S 0.3901 2.5915 3.1622 0.0074
S -0.2520 4.7598 3.3188 -0.3130
N 0.8474 0.1402 -2.4282 -0.3714
H -4.3607 0.5455 3.9322 0.2829
```

Calculated values
E_tot   -5581.00356 Eh
HOMO (spin up / spin down)   0.217 / -0.969 eV
LUMO energy (spin up / spin down)   0.1226 / 0.1226 hartree
Gap between HOMO and LUMO (spin up / spin down)   3.120 / 4.304 eV
Relative energy (zero: lowest compared OMol25 entry of this formula, charge and spin)   41.5 kcal per mole
Net charge   -2



Record 2
The following is a quantum chemistry calculation of a structure of composition C26H27CsN2O9 at a distorted geometry, from OMol25.

The geometry in XYZ format:
```
65
Properties=species:S:1:pos:R:3:mulliken_charge:R:1
O -1.2127 -2.4737 3.2049 -0.0284
C -2.3387 1.8742 -4.3288 -1.4959
H -0.6945 3.6721 6.6713 0.3493
C 3.1872 -3.7168 -1.1593 0.2084
H -3.1226 0.6197 4.2356 0.4183
H -3.5124 -0.8002 0.2976 -0.0184
C -1.1984 2.0887 -3.3729 0.8947
C -3.7300 -3.6417 -1.0832 -0.6182
Cs 0.3774 0.0989 0.8423 1.0484
O 2.8413 -4.6051 -1.9383 -0.7854
H -4.4918 -3.8247 -0.3191 0.3445
H 1.5730 4.0821 5.7668 0.3486
C 0.9405 2.6246 -1.6681 -0.7224
H -5.0986 -0.8302 -2.1938 0.3299
H -2.0537 1.1821 -5.1202 0.3214
C -1.1464 2.4234 3.5244 0.9628
H 2.0912 1.3854 -2.9872 0.3445
C 1.1207 1.8137 -2.7770 -0.4319
H -4.0016 2.0899 3.7744 0.4081
C -1.3970 2.7719 4.8590 -0.5228
H -2.5485 -2.8958 0.6041 -0.2504
N -4.3160 -2.7482 -2.0846 -0.2413
H -2.3725 2.5788 5.2845 0.2786
H -1.5713 -3.6130 -0.6851 0.5090
C -0.4576 3.3797 5.6537 -0.7271
C -2.1393 1.7702 2.7050 0.8229
C 3.1691 -1.7726 0.2355 0.4879
O 5.0900 -2.4083 1.5807 -0.7599
H -3.2052 1.4775 -3.8012 0.2328
C -1.3753 2.8703 -2.2367 -0.2600
H 1.7661 2.8448 -1.0083 0.3697
C 0.8204 3.6225 5.1333 -0.3538
O -2.4134 -2.5224 2.7415 -0.0810
H -3.5137 -4.5925 -1.5783 0.2750
H -1.1785 -2.4209 -2.6825 0.4629
C -3.3987 1.2614 3.4041 -1.6355
C 0.0552 1.5520 -3.6251 -0.2805
H -2.6285 2.8237 -4.7833 0.4365
O 1.3197 -2.1606 -1.2586 -0.5694
C -3.3288 -2.4750 -3.1253 -0.6992
H -0.4657 3.7315 -0.4991 0.1306
H -3.2110 0.1427 -1.1695 0.1756
C 0.1527 2.7128 2.9469 -0.1802
C -4.6664 -1.4891 -1.4353 -0.8225
C 1.1134 3.2962 3.8464 -0.7314
O 2.8841 -0.6333 0.6267 -0.8466
H 2.0944 3.4872 3.4302 0.3878
C -2.0704 -1.8175 -2.5044 0.2431
H 0.1925 0.9314 -4.5016 0.2828
O 0.4569 2.4904 1.7558 -0.7783
O -2.0319 1.5906 1.4940 -0.4683
C 4.3562 -2.5720 0.6055 0.2347
C -3.4101 -0.8612 -0.7857 0.0984
C 4.4771 -3.6439 -0.4191 0.4528
C -0.3162 3.1390 -1.3885 -0.1121
H -3.9809 0.6859 2.6882 0.2264
H -5.4369 -1.7067 -0.6933 0.3497
C 2.4059 -2.5153 -0.7836 0.4168
C -2.4545 -3.0072 -0.4797 -0.1518
H -3.0998 -3.4235 -3.6181 0.2902
N -2.2530 -1.6926 -1.0676 0.0279
H -2.3573 3.2748 -2.0274 0.3113
H -3.8060 -1.8222 -3.8636 0.3461
H -1.9037 -0.8198 -2.9203 -0.5157
O 5.4883 -4.3003 -0.6719 -0.7403
```

Calculated values
E_tot   -1813.65890 Eh
HOMO (spin up / spin down)   -0.214 / -0.253 eV
LUMO energy (spin up / spin down)   0.0760 / 0.0782 hartree
Gap between HOMO and LUMO (spin up / spin down)   2.281 / 2.381 eV
Relative energy (zero: lowest compared OMol25 entry of this formula, charge and spin)   34.0 kcal per mole
Net charge   -2



Record 3
The following is a quantum chemistry calculation of a structure of composition C26H27N2O8OsSe2 at a distorted geometry, from OMol25.

The geometry in XYZ format:
```
66
Properties=species:S:1:pos:R:3:mulliken_charge:R:1
H -0.2425 -3.4121 -1.9444 0.4052
C 4.8906 0.3284 1.3087 -1.0549
C -4.1349 4.3326 0.2202 -1.3801
C -2.2229 3.2162 -0.8907 -1.4589
H -3.1880 5.4276 1.5455 0.3480
C 4.0368 1.4241 1.0550 -0.3924
H -1.7547 4.1921 -0.7560 0.5828
O 3.2765 -0.7299 -2.6015 -0.3736
C -0.5814 -1.9621 -3.4862 -0.7872
H -4.8847 1.6678 0.6947 0.3957
H 0.2030 -2.9472 4.7645 0.5855
C -4.2969 1.9305 -0.1941 -1.4239
H 3.6266 -3.2088 0.1385 0.5296
H 3.4694 1.2268 -3.2808 0.4032
C -2.6404 2.8696 1.5543 -1.7382
O -3.3937 5.4739 0.6075 -0.5365
O 1.1629 -0.2558 -0.3365 -1.3536
O -1.5948 -1.1790 -0.5160 -1.1749
O -3.6208 0.8052 -0.7123 -0.2771
N -0.6755 -1.5463 1.8606 -0.1226
H -4.9838 2.3270 -0.9517 0.5224
C -1.4263 -3.6222 3.5170 -0.5879
H -4.2484 0.1352 -1.0040 0.2668
C 2.3677 -0.0297 0.0865 0.9799
C 1.4437 -2.1299 -2.2048 0.0666
Se -0.6934 1.9977 -0.9913 -0.2015
H 2.5804 -0.6291 4.4681 0.3675
H 5.1790 -1.7594 1.0154 0.4150
Os -0.6835 0.1979 0.5072 3.8008
C 3.0290 -2.4070 -0.2875 -0.9454
H -2.9491 -3.9869 2.0120 0.5931
O 1.9012 -1.2951 4.2859 -0.4877
N 2.1788 -2.8269 -1.1988 0.1044
C 1.1007 -0.8139 3.3293 0.1824
H 4.9569 0.2768 -3.0626 0.2645
H -5.0011 4.1799 0.8748 0.4712
H 2.0670 -3.8298 -1.2493 0.3767
C 1.2569 -0.4611 -3.9161 -0.6289
H 5.8362 0.4771 1.8108 0.4404
O -3.3487 -2.5262 -0.1449 -0.6621
H 4.3542 2.4193 1.3402 0.4659
C -2.1030 -3.3958 2.3340 -0.7130
H -1.7306 3.4646 1.6053 0.4766
H 2.1419 2.0891 0.3082 0.3664
H -3.3183 3.2054 2.3430 0.6006
H -1.7257 -4.4237 4.1786 0.4730
C -1.6842 -2.3485 1.5318 0.6573
C -0.0345 -0.8940 -4.1804 -0.8809
C -0.3540 -2.8016 3.8514 -0.6524
H 3.9065 -0.0404 -4.4623 0.4054
H 1.6723 0.3596 -4.4822 0.4957
C -3.3017 3.0352 0.1779 2.3648
C -0.0121 -1.7636 3.0026 0.3499
H -4.5036 4.5500 -0.7833 0.4676
Se -2.1096 1.0786 2.1231 -0.1708
H -0.6121 -0.3922 -4.9454 0.4261
H -1.5863 -2.3023 -3.6913 0.4270
C -2.3145 -2.0183 0.2024 -0.1214
C 2.0117 -1.0753 -2.9236 1.1292
C 3.9287 0.2449 -3.4095 -1.0795
H -2.6657 3.1843 -1.8881 0.4530
C 4.5158 -0.9115 0.8814 -0.9355
O 1.2567 0.2524 2.8018 -0.4088
C 0.1730 -2.5859 -2.5097 -0.4833
C 2.8126 1.2544 0.4655 -0.7911
C 3.2847 -1.1126 0.2015 1.1640
```

Calculated values
E_tot   -6611.72358 Eh
HOMO (spin up / spin down)   -10.146 / -10.146 eV
LUMO energy (spin up / spin down)   -0.1565 / -0.1562 hartree
Gap between HOMO and LUMO (spin up / spin down)   5.889 / 5.894 eV
Relative energy (zero: lowest compared OMol25 entry of this formula, charge and spin)   0.0 kcal per mole
Net charge   +1



> The lowest relative energy (zero: lowest compared OMol25 entry of this formula, charge and spin) belongs to which entry?

C26H27N2O8OsSe2